This record from the OMol25 dataset describes C34H54F3InN7O8P2S as an isolated structure. The level of theory is wB97M-V/def2-TZVPD.

Last column: Mulliken charge in e.
Atoms and positions in Å:
In  0.3182  -0.3599  -0.5903  1.621
C  -0.7794  -4.4388  -0.3282  -1.814
C  0.0281  -3.5977  -1.3048  2.500
C  0.1849  -4.2871  -2.6501  -2.082
O  -0.6657  -2.3382  -1.4773  -0.094
C  1.4234  -3.3006  -0.7233  -0.818
O  2.1673  -4.2373  -0.5064  -0.710
O  1.7031  -2.0560  -0.5045  -0.216
H  -1.7386  -4.7091  -0.7737  0.504
H  -0.9684  -3.8848  0.5941  0.239
H  -0.2303  -5.3450  -0.0788  0.376
H  -0.7929  -4.5052  -3.0835  0.508
H  0.7295  -5.2178  -2.5076  0.453
H  0.7422  -3.6624  -3.3497  0.399
H  -0.9638  -2.2495  -2.4051  -0.185
N  1.9830  0.1137  -2.0817  -0.040
C  2.9606  1.0928  -1.5974  0.628
C  4.3760  0.5468  -1.8523  -1.350
C  5.5777  1.4021  -1.4612  -0.439
C  5.7463  2.6992  -2.2497  -1.391
N  4.8287  3.7796  -1.8707  -0.010
C  4.7997  4.3512  -0.6768  0.635
N  5.8306  4.2423  0.1558  -0.384
N  3.7666  5.1538  -0.3584  -0.437
C  2.7287  1.4407  -0.1146  -0.600
O  3.3980  2.3596  0.3655  -0.673
O  1.8510  0.7720  0.5202  -0.136
H  2.3931  -0.8195  -2.0515  0.332
H  1.6799  0.2846  -3.0387  0.361
H  2.7988  2.0198  -2.1520  0.273
H  4.4443  0.3084  -2.9188  0.533
H  4.4511  -0.4064  -1.3194  0.485
H  6.4756  0.8082  -1.6449  0.440
H  5.5477  1.6142  -0.3924  0.318
H  5.5904  2.5297  -3.3147  0.507
H  6.7704  3.0702  -2.1586  0.368
H  4.0640  4.0031  -2.4857  0.293
H  6.6366  3.7003  -0.1005  0.245
H  5.6919  4.4152  1.1364  0.218
H  2.8496  4.8211  -0.6254  0.096
H  3.7861  5.5778  0.5549  0.301
C  -3.3946  -1.1287  -1.4282  -1.824
P  -2.4320  -0.2317  -0.1725  2.039
C  -2.7110  -1.2994  1.3052  -0.350
N  -3.8937  -1.8587  1.3735  -0.274
C  -4.1740  -2.6419  2.4407  0.144
C  -5.4397  -3.2666  2.5428  -0.463
C  -5.7192  -4.0398  3.6295  -0.596
C  -4.7573  -4.2265  4.6548  -0.567
C  -3.5293  -3.6408  4.5762  -0.644
C  -3.2132  -2.8342  3.4570  0.305
N  -1.9857  -2.2729  3.3592  -0.088
C  -1.7175  -1.5345  2.3107  -0.632
P  -0.0031  -0.9082  2.0878  1.526
C  -0.0352  0.6744  3.0002  -1.152
C  1.1483  -1.9723  3.0980  2.053
C  2.5683  -1.5443  2.6948  -1.946
C  0.9596  -3.4509  2.7563  -1.541
C  0.9570  -1.7569  4.6019  -1.891
C  -3.4552  1.3047  0.1374  2.053
C  -4.8946  0.9984  0.5565  -1.858
C  -3.4567  2.0800  -1.1853  -1.997
C  -2.8086  2.1392  1.2388  -1.448
H  -4.4535  -1.0891  -1.1878  0.526
H  -3.0812  -2.1686  -1.4273  0.269
H  -3.2082  -0.7014  -2.4091  0.314
H  -6.1547  -3.1067  1.7468  0.487
H  -6.6840  -4.5210  3.7181  0.414
H  -5.0073  -4.8468  5.5051  0.416
H  -2.7757  -3.7736  5.3409  0.475
H  -0.4960  0.5558  3.9801  0.460
H  -0.5899  1.4164  2.4318  -0.151
H  0.9915  1.0230  3.1041  0.452
H  2.7564  -1.7489  1.6414  0.219
H  3.2791  -2.1173  3.2950  0.700
H  2.7459  -0.4834  2.8817  0.291
H  1.1511  -3.6602  1.7059  0.069
H  -0.0322  -3.8091  3.0297  0.257
H  1.6928  -4.0254  3.3276  0.639
H  1.2053  -0.7403  4.9076  0.329
H  1.6427  -2.4278  5.1253  0.575
H  -0.0576  -1.9904  4.9184  0.184
H  -5.4363  0.4025  -0.1753  0.306
H  -5.4220  1.9506  0.6581  0.537
H  -4.9393  0.4857  1.5159  0.390
H  -4.0010  1.5475  -1.9657  0.353
H  -2.4439  2.2640  -1.5436  0.316
H  -3.9501  3.0429  -1.0317  0.590
H  -2.7949  1.6045  2.1913  0.318
H  -3.3931  3.0512  1.3838  0.656
H  -1.7939  2.4339  0.9774  -0.203
C  0.0851  5.3312  -1.2650  -0.564
C  0.3221  4.7437  -0.0299  -1.627
C  0.3832  3.3598  0.0481  -0.105
N  0.1881  2.5584  -1.0014  1.456
C  -0.0262  3.1331  -2.1874  -0.329
C  -0.0743  4.5085  -2.3683  -1.203
H  0.0258  6.4075  -1.3645  0.439
H  0.4469  5.3382  0.8658  0.559
H  0.6146  2.8667  0.9849  0.334
H  -0.1823  2.4598  -3.0197  0.106
H  -0.2588  4.9117  -3.3546  0.630
F  -3.0947  0.5675  -4.5482  -0.220
C  -1.8651  0.6602  -5.0604  0.698
F  -1.4951  1.9498  -5.0250  -0.227
F  -1.8903  0.2586  -6.3201  -0.207
S  -0.6906  -0.3469  -4.0709  1.629
O  0.5977  -0.1285  -4.6800  -0.846
O  -1.2267  -1.6884  -4.1270  -0.781
O  -0.8067  0.2617  -2.7358  -1.029

Properties
Relative energy (zero: lowest compared OMol25 entry of this formula, charge and spin) = 31.3 kJ/mol
Total charge = +1
HOMO level = -10.84 eV
2S+1 = 1
Kohn-Sham gap = 8.09 eV
E = -105685.0646 eV



This record from the OMol25 dataset describes a 13-piece molecular cluster, C31H88O23S13 overall in a non-equilibrium geometry. The level of theory is wB97M-V/def2-TZVPD.

Last column: Mulliken charge in e.
Atoms and positions in Å:
O  0.0360  5.2472  6.3330  -0.634
S  1.1152  4.4018  5.8092  1.135
O  2.3579  4.3634  6.5804  -0.620
O  0.5382  2.9124  5.5312  -0.324
C  1.4359  1.8900  5.2118  -0.681
C  0.9416  1.3785  3.8808  1.362
C  1.5435  4.9671  4.0521  -0.070
H  1.3003  1.1535  6.0039  0.359
H  2.4662  2.2434  5.2526  0.374
H  -0.1467  1.3185  3.8921  -0.380
H  1.2332  0.3483  3.6763  -0.944
H  1.2904  1.9712  3.0351  0.093
H  2.2593  4.2867  3.5907  -0.093
H  1.8437  6.0148  4.0363  0.605
H  0.6229  4.8020  3.4924  -0.278
O  -0.2927  2.3048  -2.3560  -0.248
S  -1.4553  2.8424  -3.0467  1.108
O  -1.8565  4.2543  -2.9368  -0.686
O  -1.2383  2.5490  -4.7059  -0.528
C  -0.7285  1.3189  -5.1300  1.347
C  -0.7147  1.1667  -6.6135  -1.336
C  -3.0139  1.9370  -2.8503  -0.894
H  -1.1173  0.5091  -4.5125  -0.460
H  0.2836  1.1818  -4.7493  -0.062
H  -1.6902  0.7412  -6.8491  0.319
H  0.1185  0.4923  -6.8112  0.287
H  -0.6522  2.1490  -7.0818  0.399
H  -3.6336  2.6023  -2.2490  0.507
H  -2.8153  0.9553  -2.4201  0.009
H  -3.4906  1.8601  -3.8275  0.409
O  -3.3654  -0.3743  -5.1032  -0.649
S  -3.0299  -1.5687  -4.2805  0.958
O  -2.0321  -1.4207  -3.2015  -0.343
O  -4.4095  -2.2219  -3.6320  -0.387
C  -4.3021  -3.1826  -2.5604  -0.180
C  -5.1403  -2.6715  -1.3668  -0.969
C  -2.5178  -3.0243  -5.2510  -1.071
H  -3.2623  -3.4521  -2.3752  0.247
H  -4.8090  -4.0766  -2.9236  0.389
H  -4.5571  -1.8771  -0.9011  0.095
H  -5.3550  -3.4901  -0.6798  0.296
H  -6.0376  -2.1892  -1.7544  0.416
H  -1.8093  -2.6668  -5.9982  0.440
H  -3.3705  -3.5165  -5.7188  0.505
H  -1.9975  -3.7475  -4.6230  0.257
O  2.2400  -5.1578  1.2976  -0.585
S  2.5593  -5.1471  -0.1161  1.220
O  3.4681  -4.2005  -0.7870  -0.557
O  3.0182  -6.7328  -0.5633  -0.414
C  2.5511  -7.8574  0.1312  -0.159
C  1.1175  -8.2250  -0.3159  -1.039
C  0.8800  -5.1933  -1.0237  -0.279
H  2.5132  -7.7328  1.2134  0.212
H  3.1725  -8.7325  -0.0594  0.359
H  0.2944  -7.6258  0.0734  0.164
H  0.8356  -9.2599  -0.1219  0.431
H  0.9704  -8.2762  -1.3947  0.328
H  0.7515  -4.2627  -1.5765  -0.258
H  0.0382  -5.2786  -0.3364  0.191
H  0.8809  -6.0578  -1.6875  0.425
O  3.7111  3.1051  1.5482  -0.390
S  4.5782  2.3134  2.4212  1.068
O  4.6887  2.5969  3.8509  -0.645
O  4.1541  0.7380  2.3536  -0.307
C  3.8968  0.1574  1.0181  0.209
C  3.0950  -1.1098  1.3497  -0.681
C  6.2959  2.3111  1.7862  -1.196
H  4.8845  0.0423  0.5717  0.425
H  3.3272  0.7540  0.3055  -0.121
H  3.5322  -1.7490  2.1168  0.565
H  3.0147  -1.7253  0.4537  0.391
H  2.1008  -0.8086  1.6797  -0.504
H  6.6639  3.2872  2.1023  0.462
H  6.2120  2.1722  0.7083  0.290
H  6.7231  1.4705  2.3330  0.405
C  0.5688  4.9361  -0.8954  0.321
S  1.7524  6.2795  -1.0191  0.456
O  0.9316  7.5195  -1.3782  -0.662
C  2.1680  6.4861  0.8613  -0.402
H  1.0604  4.1043  -0.3908  -0.151
H  0.3571  4.6485  -1.9252  0.163
H  -0.3974  5.2203  -0.4785  -0.398
H  2.9063  7.2775  0.9906  0.551
H  2.4475  5.4966  1.2230  -0.084
H  1.2619  6.8771  1.3240  0.008
C  1.9010  -2.8493  4.3262  -0.153
S  0.1538  -2.7403  5.0915  0.229
O  -0.0418  -1.2819  5.4682  -0.484
C  -0.7924  -3.1296  3.5343  -0.008
H  2.0266  -3.7166  3.6781  0.194
H  2.7659  -2.9946  4.9734  0.483
H  1.9741  -1.9033  3.7899  -0.357
H  -0.4661  -4.0900  3.1352  0.448
H  -0.6085  -2.3139  2.8350  -0.326
H  -1.8618  -3.0591  3.7330  0.018
C  -3.3529  4.7965  0.9607  -0.510
S  -2.0394  5.6199  1.9817  0.477
O  -0.7996  4.7208  1.8331  -0.376
C  -1.9135  7.1709  0.9617  -1.130
H  -4.1607  5.5283  0.9542  0.568
H  -3.6371  3.8372  1.3933  -0.022
H  -3.0240  4.7065  -0.0746  0.006
H  -1.9790  7.0052  -0.1137  0.310
H  -1.0094  7.7618  1.1082  0.351
H  -2.6981  7.8564  1.2818  0.467
C  -2.9888  -0.0232  4.0947  -0.513
S  -3.7034  1.5027  3.2540  0.745
O  -5.2383  1.3848  3.3693  -0.366
C  -2.9121  2.7935  4.3011  -0.833
H  -3.0331  0.1856  5.1636  0.567
H  -1.9820  -0.1877  3.7109  -0.091
H  -3.5960  -0.9184  3.9604  0.331
H  -1.8505  3.0227  4.2073  0.191
H  -3.1372  2.4662  5.3161  0.473
H  -3.3903  3.7713  4.2439  0.444
C  -1.0344  1.4707  0.6752  -0.162
S  -0.7968  -0.3055  0.9469  0.415
O  -2.2004  -0.9692  0.8889  -0.531
C  0.0804  -0.7704  -0.6551  0.129
H  -1.2392  1.9217  1.6462  -0.287
H  -1.7756  1.4890  -0.1238  0.271
H  -0.1538  1.8851  0.1845  0.101
H  -0.4604  -0.2792  -1.4640  -0.181
H  -0.0752  -1.8349  -0.8302  0.101
H  1.1281  -0.4702  -0.6682  0.052
C  3.3859  2.8859  -2.1739  -0.872
S  4.1810  1.3711  -2.9275  0.305
O  3.5168  0.1431  -2.2536  -0.447
C  3.4617  1.6245  -4.6030  -0.427
H  3.8815  3.3002  -1.2959  0.349
H  2.3205  2.8329  -1.9499  0.046
H  3.4575  3.7120  -2.8815  0.640
H  3.0073  2.6046  -4.7480  0.280
H  2.7099  0.8534  -4.7714  -0.239
H  4.2421  1.5119  -5.3556  0.446
C  2.6714  -2.5404  -6.1927  -1.208
S  0.9396  -2.1775  -5.7015  0.668
O  0.2689  -3.5056  -5.9402  -0.699
C  1.3075  -1.9944  -3.8885  0.103
H  2.9351  -3.3781  -5.5470  0.364
H  3.4861  -1.8306  -6.0497  0.332
H  2.7901  -2.7354  -7.2585  0.380
H  2.1245  -2.6055  -3.5050  0.586
H  0.4407  -2.2269  -3.2698  -0.420
H  1.7154  -0.9873  -3.8022  -0.205
C  -4.1066  -3.6974  2.1734  -0.543
S  -3.6200  -5.1067  1.0360  0.577
O  -2.1566  -5.3978  1.3285  -0.611
C  -4.4513  -6.5107  1.8996  -1.153
H  -5.1404  -3.5402  1.8658  0.580
H  -3.5429  -2.8191  1.8589  -0.307
H  -4.0244  -3.9560  3.2291  0.460
H  -5.5218  -6.3394  2.0128  0.384
H  -3.9288  -6.5299  2.8560  0.325
H  -4.1994  -7.3639  1.2697  0.374

Properties
Relative energy (zero: lowest compared OMol25 entry of this formula, charge and spin) = 0.0 kJ/mol
Total charge = +1
HOMO level (alpha / beta) = -10.42 / -10.42 eV
2S+1 = 2
Kohn-Sham gap (alpha / beta) = 7.22 / 2.93 eV
<S²> = 0.758
E = -221504.3400 eV



This record from the OMol25 dataset describes an isolated ion of composition C2H7N2 and charge +1 in a non-equilibrium geometry. The level of theory is wB97M-V/def2-TZVPD.

Last column: Mulliken charge in e.
Atoms and positions in Å:
C  0.8793  -0.5922  -0.0754  -0.332
C  -0.8286  0.9341  -0.1747  -0.343
N  1.2263  0.7927  -0.1346  -0.458
N  -0.5918  -0.5428  -0.2099  -0.141
H  1.2578  -1.0509  -1.1020  0.282
H  1.2422  -1.2356  0.7041  0.371
H  -1.2092  1.5203  0.7191  0.303
H  -1.0562  1.2623  -1.2390  0.272
H  1.4300  1.1873  0.8055  0.288
H  -0.8858  -0.7888  -1.0964  0.343
H  -1.2670  -1.0841  0.5413  0.413

Properties
Relative energy (zero: lowest compared OMol25 entry of this formula, charge and spin) = 467.8 kJ/mol
Total charge = +1
HOMO level = -14.91 eV
2S+1 = 1
Kohn-Sham gap = 9.59 eV
E = -5156.6179 eV



This record from the OMol25 dataset describes a 2-piece molecular cluster, CH6P2S overall in a non-equilibrium geometry. The level of theory is wB97M-V/def2-TZVPD.

Last column: Mulliken charge in e.
Atoms and positions in Å:
C  -0.8620  0.3709  -0.3964  -0.515
P  -0.4797  0.5353  1.4120  -0.051
P  1.5469  -1.1202  0.0351  -0.072
S  -0.0939  -0.8612  -1.3100  -0.088
H  -1.7507  0.7752  -0.7410  0.478
H  0.2735  2.0944  -0.9825  0.007
H  -1.6167  1.3351  1.4385  0.037
H  -1.3214  -0.4896  1.8613  0.054
H  2.4179  -0.3627  -0.7372  0.090
H  1.8861  -2.2772  -0.5798  0.060

Properties
Relative energy (zero: lowest compared OMol25 entry of this formula, charge and spin) = 404.9 kJ/mol
Total charge = 0
HOMO level (alpha / beta) = -7.83 / -8.85 eV
2S+1 = 1
Kohn-Sham gap (alpha / beta) = 7.55 / 8.65 eV
E = -30542.2009 eV



This record from the OMol25 dataset describes a 2-piece molecular cluster, C5H11NO2S overall in a non-equilibrium geometry. The level of theory is wB97M-V/def2-TZVPD.

Last column: Mulliken charge in e.
Atoms and positions in Å:
C  -3.5353  -1.2506  -0.3004  -0.320
C  1.9207  -0.0027  -0.2417  0.864
C  3.3159  -0.0334  0.3333  -1.205
C  1.4676  1.3590  -0.6719  -0.832
C  -1.7897  -0.7943  1.1135  -0.914
N  -2.7179  -0.3593  0.1394  0.102
O  -1.6450  2.0212  0.3988  -0.560
O  1.2150  -0.9848  -0.3961  -0.595
S  -2.6967  1.3203  -0.3956  0.173
H  -4.4605  -0.7733  -0.7272  0.212
H  -3.4402  -2.3318  -0.2514  0.317
H  3.7804  -0.9212  0.3012  0.410
H  3.3314  0.3530  1.4103  0.278
H  3.9196  0.8301  -0.1195  0.298
H  1.5922  2.1991  0.0144  0.340
H  0.2988  1.3511  -0.8913  0.096
H  1.9387  1.6910  -1.6273  0.323
H  -1.6539  -0.0527  1.9174  0.318
H  -2.2226  -1.6421  1.6849  0.442
H  -0.7759  -1.0047  0.7405  0.251

Properties
Relative energy (zero: lowest compared OMol25 entry of this formula, charge and spin) = 376.3 kJ/mol
Total charge = 0
HOMO level (alpha / beta) = -6.97 / -6.97 eV
2S+1 = 1
Kohn-Sham gap (alpha / beta) = 6.87 / 6.87 eV
E = -21780.3836 eV